Entry from the OMol25 dataset: a cluster of 4 separate species, C5H18O5 in total at a distorted geometry (wB97M-V/def2-TZVPD).

energy = -15701.5465 eV
lowest unoccupied orbital energy (alpha / beta) = -0.1088 / -0.3692 hartree
<S²> = 0.7552
charge = +1
multiplicity = 2
gap between HOMO and LUMO (alpha / beta) = 9.7 / 2.6 eV

```
28
C5H18O5, DFT wB97M-V/def2-TZVPD
C -2.029 1.679 -0.226
O -1.800 0.935 -1.380
H -1.498 1.252 0.624
H -1.813 2.718 -0.474
H -3.115 1.664 -0.131
H -1.101 1.297 -1.930
C -3.718 -2.932 -1.187
O -2.553 -2.240 -0.702
H -3.659 -2.804 -2.268
H -3.875 -3.986 -0.959
H -4.619 -2.378 -0.923
H -2.697 -1.292 -0.739
C 2.920 3.053 0.325
O 2.500 2.512 1.512
H 2.654 2.347 -0.462
H 2.463 4.008 0.069
H 3.995 3.158 0.176
H 2.732 1.581 1.473
C 2.412 -0.734 0.481
C 0.912 -0.931 0.382
O 0.499 -2.032 1.193
O 2.468 -0.372 1.837
H 2.865 -0.067 -0.253
H 2.987 -1.658 0.416
H 0.721 -1.214 -0.653
H 0.388 -0.017 0.662
H -0.325 -2.361 0.826
H 2.285 -1.186 2.312
```

---

Entry from the OMol25 dataset: a cluster of 3 separate species, C5H19N2O2S in total at a distorted geometry (wB97M-V/def2-TZVPD).

energy = -23381.7759 eV
lowest unoccupied orbital energy (alpha / beta) = -0.2303 / -0.4594 hartree
<S²> = 0.7591
charge = +2
multiplicity = 2
gap between HOMO and LUMO (alpha / beta) = 11.7 / 4.5 eV

```
29
C5H19N2O2S, DFT wB97M-V/def2-TZVPD
C 0.516 1.988 0.223
N 0.978 0.608 0.257
C 1.132 0.103 1.684
C -0.282 -0.355 2.232
C -0.489 -1.868 1.762
S -0.568 -2.188 -0.120
C -0.978 2.009 0.068
N -1.422 0.740 -0.782
H 0.713 2.594 1.263
H 0.833 2.732 -0.684
H 1.774 0.484 -0.342
H 1.560 0.735 2.575
H 1.970 -0.599 1.739
H -0.325 -0.207 3.339
H -1.094 0.521 2.043
H 0.158 -2.574 2.162
H -1.353 -2.236 2.145
H -1.522 -3.160 0.068
H -1.129 2.835 -0.601
H -1.676 2.067 1.072
H -0.981 0.752 -1.724
H -1.051 -0.155 -0.204
H -2.480 0.727 -0.892
H 2.207 -1.368 -1.826
H 2.267 -1.718 -3.156
O 2.157 -0.976 -2.634
H -0.808 -0.865 -3.835
H 0.401 -0.316 -2.831
O -0.508 -0.309 -3.002
```

---

Entry from the OMol25 dataset: a cluster of 4 separate species, C5H19N2O4 in total at a distorted geometry (wB97M-V/def2-TZVPD).

energy = -16654.6205 eV
lowest unoccupied orbital energy = -0.1051 hartree
charge = +1
energy above the lowest of the compared OMol25 structures with the same formula, charge and spin = 4.017 eV
gap between HOMO and LUMO = 8.8 eV

```
30
C5H19N2O4, DFT wB97M-V/def2-TZVPD
C -3.298 -0.072 1.159
O -2.437 0.738 1.972
C -2.331 -0.761 0.251
C -1.071 -1.259 1.056
C 0.172 -0.651 0.605
C 0.671 -0.995 -0.562
N 1.983 -0.310 -0.860
N -1.881 0.260 -0.720
H -3.965 0.444 0.461
H -3.868 -0.818 1.727
H -2.660 1.653 1.893
H -2.723 -1.560 -0.368
H -0.807 -2.439 0.957
H -1.102 -1.207 2.177
H 0.608 0.134 1.258
H 0.375 -1.714 -1.367
H 2.542 -0.835 -1.529
H 1.812 0.663 -1.065
H 2.635 -0.199 0.002
H -2.606 0.527 -1.350
H -1.177 0.850 -0.415
H 3.191 1.978 0.167
H 2.425 3.074 -0.551
O 2.646 2.136 -0.698
H 3.958 -0.552 1.809
H 2.575 -0.702 2.431
O 2.966 -0.328 1.758
H 0.850 1.156 -3.826
H -0.181 0.185 -3.387
O 0.697 0.603 -2.985
```